No. 1
C12H29BeNO3SSi2 | ωB97M-V/def2-TZVPD

Last column: Mulliken charge in e.
Element x y z (Å)
C: -0.727 3.998 0.635  -1.13
C: -1.938 3.788 -0.237  -0.35
O: -2.071 2.406 -0.661  -0.09
C: -1.192 2.041 -1.713  -0.78
Si: -1.491 0.221 -1.801  -0.58
C: -2.739 -0.282 -0.463  -0.38
C: -2.319 -0.196 1.009  0.58
C: -3.362 -0.788 1.960  -0.63
S: -2.631 -1.503 3.438  -0.11
O: -0.299 -0.802 -1.694  0.17
Si: 0.864 -1.011 -2.956  0.18
C: 2.542 -0.929 -2.222  -0.81
C: 2.754 -1.904 -1.047  -0.60
N: 2.912 -1.224 0.231  0.17
C: 1.779 -0.454 0.693  0.68
C: 2.122 0.453 1.868  -1.41
C: 3.424 -2.137 1.241  0.42
C: 2.539 -3.269 1.656  -0.98
O: 4.529 -1.954 1.698  -0.49
H: 0.207 3.809 0.110  0.34
H: -0.702 5.034 0.964  0.43
H: -0.765 3.359 1.515  0.28
H: -1.916 4.432 -1.116  0.35
H: -2.847 4.024 0.310  0.36
H: -0.136 2.270 -1.560  0.48
H: -1.497 2.550 -2.634  0.57
H: -2.522 0.032 -3.023  0.30
H: -3.659 0.402 -0.517  0.30
H: -3.056 -1.322 -0.660  0.71
H: -1.390 -0.762 1.068  -0.14
H: -2.119 0.836 1.272  0.31
H: -3.999 0.013 2.329  0.41
H: -4.008 -1.507 1.456  0.37
H: -1.517 -1.952 2.859  0.07
H: 0.543 -2.308 -3.565  -0.09
H: 0.583 0.070 -3.939  -0.17
H: 3.264 -1.137 -3.010  0.52
H: 2.751 0.084 -1.877  0.42
H: 1.969 -2.677 -1.007  0.40
H: 3.679 -2.445 -1.232  0.43
H: 0.928 -1.102 0.977  -0.05
H: 1.414 0.170 -0.125  -0.30
H: 2.615 1.351 1.502  0.34
H: 1.209 0.754 2.379  0.32
H: 2.803 -0.025 2.564  0.40
H: 2.942 -3.675 2.581  0.39
H: 1.515 -2.953 1.833  0.17
H: 2.540 -4.059 0.908  0.30
Be: -3.527 0.278 -1.996  -0.05

## Properties
* F_max: 0.0809 Eh/bohr
* E_HOMO: -14.0 eV
* frontier orbital gap: 3.28 eV
* lowest unoccupied orbital energy: -0.3930 Ha
* total charge: +2



No. 2
C3H7NO3 | ωB97M-V/def2-TZVPD

Last column: Mulliken charge in e.
Element x y z (Å)
O: 0.813 0.855 -2.119  -0.47
C: 1.408 0.067 -1.438  0.06
C: 0.698 -1.055 -0.680  -0.43
N: -0.165 -0.554 0.368  -0.11
C: 0.401 0.247 1.306  -0.02
O: 1.602 0.334 1.481  -0.56
H: 2.508 0.067 -1.376  0.35
H: 1.419 -1.754 -0.253  0.24
H: 0.092 -1.597 -1.405  0.34
H: -1.164 -0.400 0.326  0.26
H: -0.292 0.866 1.896  0.36
O: -3.462 0.115 0.895  -0.66
H: -3.858 -0.272 0.106  0.32
H: -3.848 1.003 0.937  0.33

## Properties
* F_max: 0.0250 Eh/bohr
* E_HOMO: -9.6 eV
* frontier orbital gap: 10.01 eV
* SMILES: O=CCNC=O.O
* ΔE to the lowest compared entry with this formula, charge and spin: 162.7 kJ/mol
* lowest unoccupied orbital energy: 0.0155 Ha
* total charge: 0



No. 3
C34H26NO2P | ωB97M-V/def2-TZVPD

Last column: Mulliken charge in e.
Element x y z (Å)
C: 0.016 7.341 -1.614  -0.38
C: 1.245 6.748 -1.408  -0.67
C: 1.329 5.376 -1.263  -0.48
C: 0.184 4.616 -1.322  0.13
P: 0.324 2.850 -1.084  1.12
C: 1.457 2.257 -2.339  0.15
C: 2.638 1.678 -1.942  -0.21
C: 3.562 1.286 -2.893  -0.65
C: 3.291 1.481 -4.232  -0.40
C: 2.098 2.055 -4.624  -0.63
C: 1.174 2.446 -3.671  -0.42
C: 0.981 2.564 0.561  -0.90
C: 0.254 1.841 1.327  0.34
N: -0.428 1.145 2.093  -0.72
O: -1.057 2.185 -1.268  -0.82
C: -1.040 5.193 -1.554  -0.31
C: -1.125 6.566 -1.702  -0.49
H: -0.053 8.411 -1.698  0.38
H: 2.134 7.353 -1.333  0.38
H: 2.286 4.898 -1.116  0.34
H: 2.846 1.548 -0.891  0.44
H: 4.484 0.817 -2.587  0.40
H: 4.004 1.167 -4.974  0.39
H: 1.879 2.186 -5.671  0.40
H: 0.244 2.911 -3.961  0.41
H: 1.879 3.051 0.885  0.53
H: -1.915 4.565 -1.627  0.47
H: -2.084 7.032 -1.856  0.39
C: 0.918 -2.974 6.812  -0.84
O: 1.753 -2.685 5.715  -0.43
C: 1.076 -2.487 4.533  0.99
C: 1.826 -2.193 3.375  -0.90
C: 1.228 -2.048 2.157  -0.35
C: -0.169 -2.178 2.015  1.00
C: -0.826 -2.265 0.730  0.06
C: -2.259 -2.180 0.571  -0.03
C: -2.652 -2.921 -0.564  0.01
C: -4.006 -3.091 -0.854  -0.41
C: -4.945 -2.486 -0.043  -0.64
C: -4.555 -1.696 1.036  -0.94
C: -3.227 -1.537 1.354  -0.10
C: -1.442 -3.384 -1.218  0.15
C: -0.332 -2.930 -0.462  0.76
C: 0.962 -3.252 -0.897  -0.27
C: 1.122 -4.008 -2.037  -1.02
C: 0.023 -4.477 -2.754  -0.65
C: -1.260 -4.167 -2.356  -0.47
C: -0.921 -2.414 3.192  -1.01
C: -0.325 -2.579 4.405  -0.85
H: 1.539 -3.098 7.699  0.24
H: 0.224 -2.150 6.974  0.35
H: 0.365 -3.897 6.633  0.35
H: 2.891 -2.098 3.478  0.46
H: 1.826 -1.813 1.296  0.63
H: -4.304 -3.686 -1.701  0.48
H: -5.995 -2.624 -0.249  0.42
H: -5.305 -1.198 1.625  0.43
H: -2.927 -0.899 2.166  0.76
H: 1.824 -2.914 -0.353  0.23
H: 2.114 -4.256 -2.376  0.45
H: 0.177 -5.102 -3.619  0.41
H: -2.116 -4.528 -2.901  0.47
H: -1.987 -2.535 3.115  0.63
H: -0.924 -2.815 5.266  0.42

## Properties
* F_max: 0.2096 Eh/bohr
* E_HOMO: -5.8 eV
* frontier orbital gap: 2.90 eV
* lowest unoccupied orbital energy: -0.1079 Ha
* total charge: 0



No. 4
C10H12GaN4O4 | ωB97M-V/def2-TZVPD

Last column: Mulliken charge in e.
Element x y z (Å)
Ga: -0.052 -0.448 -2.299  0.49
O: -0.909 3.356 -2.967  0.04
C: -0.633 2.262 -2.897  0.12
C: 1.781 -0.927 -2.711  0.75
O: 2.856 -1.324 -2.952  -0.02
C: -1.722 -1.480 -2.558  0.71
O: -2.648 -2.174 -2.680  -0.02
C: -0.207 -0.186 -4.982  0.14
O: -0.252 -0.186 -6.121  0.00
C: -0.116 1.388 0.306  -0.62
N: 0.023 -0.053 -0.143  0.31
C: -1.102 -0.838 0.491  -0.86
N: -1.034 -0.757 1.963  0.16
C: -1.143 0.662 2.358  -0.76
N: -0.054 1.479 1.778  0.16
C: 1.229 0.924 2.249  -0.76
N: 1.400 -0.487 1.848  0.15
C: 1.341 -0.561 0.375  -0.87
C: 0.281 -1.273 2.404  -0.76
H: -1.099 1.763 -0.014  0.41
H: 0.703 1.989 -0.117  0.36
H: -1.022 -1.900 0.211  0.49
H: -2.072 -0.424 0.177  0.41
H: -1.062 0.720 3.448  0.36
H: -2.119 1.061 2.030  0.33
H: 2.049 1.519 1.815  0.34
H: 1.255 0.978 3.344  0.36
H: 1.457 -1.618 0.091  0.47
H: 2.153 0.062 -0.028  0.43
H: 0.334 -1.203 3.493  0.37
H: 0.385 -2.327 2.087  0.32

## Properties
* F_max: 0.1915 Eh/bohr
* E_HOMO: -19.1 eV
* frontier orbital gap: 4.18 eV
* lowest unoccupied orbital energy: -0.5502 Ha
* total charge: +3



No. 5
C40H44F2FeN2O3PS | ωB97M-V/def2-TZVPD

Last column: Löwdin spin population.
Element x y z (Å)
Fe: -0.386 0.157 -0.225  1.02
C: -0.929 -1.316 3.708  0.00
C: -0.895 0.180 3.405  0.00
C: -2.304 0.773 3.459  0.00
P: 0.045 0.700 1.896  -0.03
C: 0.168 2.529 2.176  -0.01
C: 1.060 3.180 1.126  0.00
C: 0.625 2.933 3.577  0.00
C: 1.659 -0.058 2.055  0.01
C: 2.347 -0.275 3.249  0.00
C: 3.567 -0.925 3.277  0.01
C: 4.312 -1.164 4.562  0.00
C: 4.077 -1.369 2.053  0.00
C: 3.411 -1.180 0.860  0.01
C: 2.171 -0.512 0.827  0.00
N: 1.439 -0.318 -0.335  0.05
C: 2.198 -0.452 -1.546  0.00
C: 3.166 0.521 -1.854  0.00
C: 3.316 1.760 -1.019  0.00
C: 3.970 0.366 -2.975  0.00
C: 3.825 -0.714 -3.836  0.00
C: 4.681 -0.845 -5.067  0.00
C: 2.861 -1.656 -3.524  0.00
C: 2.062 -1.564 -2.385  0.00
C: 1.143 -2.709 -2.069  0.00
H: -1.242 -1.453 4.746  0.00
H: 0.046 -1.786 3.584  0.00
H: -1.645 -1.838 3.075  0.00
H: -0.309 0.645 4.203  0.00
H: -2.946 0.338 2.692  0.00
H: -2.317 1.856 3.340  0.00
H: -2.753 0.544 4.428  0.00
H: -0.857 2.881 2.019  0.00
H: 2.095 2.861 1.258  0.00
H: 1.029 4.266 1.241  0.00
H: 0.751 2.935 0.111  0.00
H: 1.595 2.490 3.811  0.00
H: -0.083 2.652 4.357  0.00
H: 0.741 4.018 3.621  0.00
H: 1.916 0.071 4.184  0.00
H: 3.824 -0.661 5.397  0.00
H: 5.337 -0.794 4.502  0.00
H: 4.363 -2.228 4.799  0.00
H: 5.027 -1.893 2.040  0.00
H: 3.841 -1.551 -0.061  0.00
H: 2.399 2.349 -1.064  0.00
H: 4.139 2.371 -1.389  0.00
H: 3.509 1.527 0.029  0.00
H: 4.716 1.126 -3.190  0.00
H: 5.742 -0.805 -4.814  0.00
H: 4.485 -0.036 -5.774  0.00
H: 4.489 -1.788 -5.579  0.00
H: 2.732 -2.515 -4.174  0.00
H: 1.110 -3.402 -2.909  0.00
H: 0.132 -2.375 -1.857  0.00
H: 1.505 -3.262 -1.200  0.00
F: -0.243 -4.873 1.473  0.00
C: -0.965 -3.784 1.149  0.00
C: -0.304 -2.620 0.820  -0.01
C: -1.045 -1.495 0.484  -0.04
C: -2.453 -1.554 0.511  -0.01
C: -3.057 -2.761 0.844  0.00
F: -4.404 -2.862 0.875  0.00
C: -2.342 -3.894 1.165  0.00
C: -3.153 -0.286 0.272  0.00
C: -4.524 -0.059 0.355  0.00
C: -5.002 1.233 0.230  0.00
C: -4.118 2.279 0.020  0.00
C: -2.777 1.980 -0.100  0.00
N: -2.312 0.737 0.021  -0.01
H: 0.776 -2.605 0.836  0.00
H: -2.839 -4.818 1.419  0.00
H: -5.198 -0.881 0.526  0.00
H: -6.066 1.421 0.299  0.00
H: -4.455 3.299 -0.083  0.00
H: -2.041 2.739 -0.329  0.00
C: 1.702 1.279 -8.091  0.00
C: 1.036 1.214 -6.744  0.00
C: -0.300 0.838 -6.625  0.00
C: -0.926 0.808 -5.390  0.00
C: -0.200 1.139 -4.255  0.00
C: 1.127 1.519 -4.349  0.00
C: 1.736 1.556 -5.591  0.00
S: -1.000 1.062 -2.689  0.00
O: -2.360 1.472 -2.920  0.00
O: -0.873 -0.330 -2.163  0.00
O: -0.237 1.887 -1.725  0.01
H: 1.205 0.629 -8.810  0.00
H: 2.749 0.983 -8.026  0.00
H: 1.672 2.297 -8.486  0.00
H: -0.860 0.570 -7.514  0.00
H: -1.968 0.534 -5.298  0.00
H: 1.675 1.781 -3.457  0.00
H: 2.776 1.854 -5.663  0.00

## Properties
* F_max: 0.0053 Eh/bohr
* 2S+1: 2
* E_HOMO (spin up / spin down): -7.2 / -7.4 eV
* frontier orbital gap (spin up / spin down): 7.40 / 7.58 eV
* ΔE to the lowest compared entry with this formula, charge and spin: 6.9 kJ/mol
* lowest unoccupied orbital energy (spin up / spin down): 0.0065 / 0.0058 Ha
* expectation value of S²: 0.779
* total charge: 0



No. 6
C19H18ClN3O4S | ωB97M-V/def2-TZVPD

Last column: Mulliken charge in e.
Element x y z (Å)
C: -4.527 -3.875 -0.911  -1.84
C: -4.052 -2.645 -0.140  1.64
C: -4.011 -2.948 1.362  -1.72
C: -2.656 -2.215 -0.632  -0.86
C: -2.372 -0.822 -0.181  -0.10
C: -3.377 0.013 0.178  0.63
S: -2.812 1.588 0.668  -0.37
C: -1.181 1.099 0.373  0.69
C: -1.089 -0.203 -0.075  -0.80
C: 0.201 -0.785 -0.358  0.96
O: 0.428 -1.916 -0.721  -0.64
N: 1.256 0.129 -0.170  0.38
C: 2.577 -0.344 -0.476  -1.08
C: 3.085 -0.181 -1.754  -0.05
C: 4.357 -0.646 -2.041  -0.94
C: 5.116 -1.268 -1.066  -0.32
C: 4.588 -1.424 0.207  -0.16
Cl: 5.524 -2.198 1.430  -0.22
C: 3.318 -0.966 0.514  0.16
C: 1.169 1.434 0.245  0.86
O: 2.147 2.155 0.329  -0.74
N: -0.091 1.895 0.568  0.06
C: -0.226 3.257 1.051  -1.21
C: -0.319 4.254 -0.123  0.68
N: 0.860 4.442 -0.736  -0.33
O: -1.354 4.791 -0.438  -0.62
C: -4.814 -0.388 0.190  -0.76
O: -5.008 -1.626 -0.446  -0.45
H: -4.666 -3.619 -1.957  0.43
H: -5.479 -4.216 -0.513  0.42
H: -3.796 -4.674 -0.831  0.35
H: -3.534 -2.141 1.915  0.36
H: -5.022 -3.085 1.738  0.40
H: -3.447 -3.861 1.534  0.43
H: -1.884 -2.891 -0.263  0.46
H: -2.627 -2.246 -1.724  0.39
H: 2.489 0.302 -2.512  0.44
H: 4.761 -0.523 -3.034  0.39
H: 6.107 -1.631 -1.286  0.46
H: 2.911 -1.092 1.505  0.48
H: 0.653 3.490 1.657  0.40
H: -1.134 3.329 1.651  0.55
H: 0.906 5.054 -1.534  0.23
H: 1.677 3.916 -0.456  0.25
H: -5.427 0.328 -0.366  0.45
H: -5.188 -0.414 1.229  0.26

## Properties
* F_max: 0.0164 Eh/bohr
* E_HOMO: -8.5 eV
* frontier orbital gap: 8.92 eV
* SMILES: CC1(C)Cc2c(sc3c2c(=O)n(-c2cccc(Cl)c2)c(=O)n3CC(N)=O)CO1
* ΔE to the lowest compared entry with this formula, charge and spin: 0.0 kJ/mol
* lowest unoccupied orbital energy: 0.0165 Ha
* total charge: 0